(1)
DFT (ωB97M-V/def2-TZVPD) results for a cluster of 6 separate species, C19H43NO13 in total.

* total charge: 0
* M: 493.55 g mol⁻¹
* E_HOMO: -6.59 eV
* energy relative to the best compared isomer or geometry (same formula, charge and spin): 0.0 kcal/mol

The geometry in XYZ format:
```
76
Properties=species:S:1:pos:R:3:forces:R:3:mulliken_charge:R:1
N 0.0055 0.0435 -0.2797 -0.8524 0.5383 1.1598 1.29
H 0.3818 0.5121 0.5517 -0.0287 0.0087 -0.3255 0.20
H 0.7105 -0.7006 -0.5733 0.8749 -0.7004 -1.2087 -0.08
H -0.2475 0.7540 -0.9757 0.2723 -0.5519 -0.0093 0.31
H -0.8419 -0.4328 0.0734 0.3766 0.3090 -0.3822 0.05
C 3.5784 -2.2089 -2.6502 -0.2311 -0.8737 -0.5256 -1.66
C 2.9512 -1.6559 -1.3629 0.0634 -0.0219 0.7761 1.04
C 3.4347 -0.2218 -1.1597 -0.5246 1.1973 -0.2325 -1.22
O 1.5948 -1.8126 -1.2577 -0.4558 0.2739 -0.0377 -0.90
H 4.6244 -1.9400 -2.8217 -0.0204 0.2538 0.2286 0.37
H 3.0123 -1.9612 -3.5541 -0.0972 0.4528 0.1945 0.38
H 3.5624 -3.3052 -2.6498 -0.0663 0.0137 0.2303 0.38
H 3.4414 -2.2156 -0.5354 0.2483 -0.1684 -0.0108 -0.20
H 4.5136 -0.1915 -0.9905 0.0173 0.1891 -0.2235 0.46
H 2.9496 0.3512 -0.3573 0.0608 -0.7307 0.5418 0.09
H 3.1265 0.4236 -1.9978 0.5004 -0.3299 -0.4190 0.26
C 1.8934 -3.8493 2.3538 -0.0548 0.7026 -0.0564 -1.46
C 1.8243 -2.3786 2.0234 0.3918 0.0984 -0.8122 0.86
O 1.7009 -1.6553 3.2659 -0.2570 -0.3898 0.3118 -0.39
C 1.4686 -0.3711 3.1296 -0.0784 0.0022 0.3353 0.76
O 1.4081 0.2182 2.0885 0.1571 0.6596 -0.5606 -0.58
O 1.3026 0.1855 4.3231 0.3280 -0.4821 0.8131 -0.39
C 1.3130 1.5944 4.3652 -0.0242 1.0871 -0.8060 -0.61
H 2.1064 -4.4182 1.4512 -0.0776 -0.0118 -0.0374 0.36
H 0.9143 -4.1184 2.7511 0.2166 -0.4406 0.2139 0.25
H 2.7047 -3.9942 3.0657 -0.1916 -0.2983 0.1538 0.46
H 1.0026 -2.1410 1.3443 -0.0594 0.0053 0.2411 -0.26
H 2.7145 -2.0129 1.5055 0.0109 -0.1131 0.1023 0.07
H 0.4275 1.9975 3.8682 -0.0756 -0.0317 0.1956 0.23
H 2.1662 2.0154 3.8252 0.0641 -0.2763 -0.0110 0.26
H 1.3850 1.9469 5.3892 -0.2130 -0.4288 0.1445 0.29
C -2.9104 -0.5984 -3.1727 -0.6572 -0.6325 0.0585 -1.28
C -3.2339 0.7482 -2.5585 0.4785 -0.8825 0.3930 0.13
O -2.7162 1.8041 -3.3488 -0.4512 0.7853 -0.6153 -0.38
C -1.4796 2.2492 -3.1835 -0.6067 -0.4363 1.0745 0.69
O -0.6550 1.7157 -2.4838 0.5410 0.1740 -0.0696 -0.66
O -1.3731 3.3888 -3.8141 -0.1733 0.4550 -1.0402 -0.42
C -0.1375 4.0872 -3.7754 0.8116 0.0396 0.0773 -0.58
H -3.5951 -1.3533 -2.7707 0.0162 0.0944 0.1651 0.38
H -1.9077 -0.9646 -2.9612 0.1792 0.3108 -0.1516 0.26
H -3.1147 -0.6054 -4.2437 0.2424 0.1723 -0.0454 0.38
H -2.8442 0.7769 -1.5363 0.0771 0.2646 -0.0712 0.03
H -4.3072 0.9174 -2.5065 0.0115 0.0748 -0.1799 0.40
H -0.1114 4.6813 -2.8630 0.2022 -0.0678 -0.0415 0.19
H -0.0436 4.7325 -4.6461 -0.5823 0.0296 -0.0081 0.32
H 0.7129 3.4076 -3.8502 -0.1199 -0.1408 0.3908 0.28
C 2.3185 4.0114 0.7902 0.4598 -0.5872 -0.1234 -1.12
C 1.5765 3.9195 -0.5231 0.4372 0.2266 -0.5378 -0.09
O 0.2495 4.4608 -0.4622 -0.4975 0.6762 -0.0640 -0.38
C -0.6834 3.7418 0.1444 0.8007 -1.8318 0.1295 0.85
O -0.4651 2.6985 0.7276 -0.1724 0.4517 0.1145 -0.54
O -1.8663 4.2569 -0.0710 -0.5957 1.1364 -0.3798 -0.40
C -3.0350 3.6782 0.5341 0.7373 -0.5291 -0.3042 -0.68
H 1.8577 3.3792 1.5474 -0.1193 0.2346 0.0864 0.09
H 2.4619 5.0400 1.1165 -0.3893 0.0462 0.0797 0.36
H 3.3311 3.6210 0.6538 -0.0540 -0.0871 -0.1511 0.41
H 1.5429 2.9397 -1.0032 -0.1072 -0.2716 0.5818 0.21
H 2.0651 4.5410 -1.2762 -0.0383 0.2109 0.1460 0.39
H -3.6950 3.3917 -0.2805 -0.1873 0.2310 0.0176 0.26
H -3.4618 4.4391 1.1760 -0.1852 -0.1089 0.1002 0.26
H -2.7407 2.7691 1.0549 -0.1033 0.1320 0.3003 0.30
C -0.8790 -4.2916 -0.1676 1.0311 0.0136 -0.7786 -0.72
C -2.1600 -3.5122 -0.2118 -0.3137 -0.6190 0.0151 0.00
O -2.6132 -3.2905 1.1405 -0.3111 0.2031 0.3402 -0.37
C -2.5129 -2.0694 1.6592 0.2020 -0.7397 -0.9407 0.71
O -2.1084 -1.1067 1.0584 -0.3000 0.3803 0.2631 -0.64
O -2.9119 -2.0100 2.9055 -0.2406 0.4786 0.8896 -0.33
C -3.2233 -3.2014 3.6103 0.2655 -1.4101 0.1879 -0.66
H -0.8723 -5.1593 0.4904 -0.4543 0.0692 0.1331 0.32
H -0.0023 -3.6814 0.0681 -0.2005 0.1663 0.0288 -0.15
H -0.6674 -4.6650 -1.1753 -0.0460 0.0340 0.0475 0.41
H -2.9515 -4.1034 -0.6787 -0.0072 -0.0064 0.1607 0.31
H -2.1056 -2.5797 -0.7653 0.2796 0.1363 0.1725 0.04
H -3.3343 -3.0160 4.6741 -0.0874 0.6606 -0.1273 0.29
H -2.4159 -3.9314 3.5264 0.1199 0.1615 -0.1382 0.25
H -4.1107 -3.7139 3.2426 -0.1664 0.3587 -0.1702 0.29
```
Forces are in eV/Å.



(2)
DFT (ωB97M-V/def2-TZVPD) results for a structure of composition C40H41KN10O2SeSi.

* total charge: -2
* M: 839.98 g mol⁻¹
* E_HOMO: -0.28 eV
* energy relative to the best compared isomer or geometry (same formula, charge and spin): 56.3 kcal/mol

The geometry in XYZ format:
```
96
Properties=species:S:1:pos:R:3:forces:R:3:mulliken_charge:R:1
K -0.4214 0.0474 -1.0459 0.2870 0.2653 1.1017 1.53
C -2.8208 2.9502 -2.5497 -0.0753 -0.1386 -0.0081 -1.09
C -2.1862 1.5984 -2.8886 0.0914 0.2085 -0.6378 0.72
O -2.4472 0.6319 -2.1275 -1.1263 0.2508 -0.0765 -0.73
C -1.3244 1.5710 -3.9923 -0.3751 0.3565 0.1952 -0.87
C -0.3498 0.5638 -4.2523 0.3680 -0.7983 -0.2560 0.80
C 0.6876 0.8400 -5.3266 -0.0286 0.0864 0.2027 -1.47
N -0.3162 -0.5395 -3.5736 -0.3781 0.3194 0.7336 0.28
N 0.6707 -1.4490 -3.8061 0.6973 -0.8253 -1.3883 -0.87
C 1.2424 -2.0388 -2.7861 -0.5167 0.8902 0.0586 0.07
O 1.1194 -1.7489 -1.5489 0.3213 -1.1626 -0.5570 -1.01
C 2.1772 -3.1424 -3.2019 0.1213 -0.1617 0.1456 0.49
C 2.2536 -3.6016 -4.5184 0.0926 -0.0615 -0.0341 -0.26
C 3.1148 -4.6339 -4.8581 0.0028 0.0341 -0.0230 -0.64
C 3.9253 -5.2231 -3.8938 0.0527 -0.0948 0.0160 -0.27
C 3.8622 -4.7689 -2.5836 0.0446 -0.0384 -0.0704 -0.78
C 2.9915 -3.7436 -2.2421 -0.1035 0.0657 -0.0181 -0.19
H -2.7648 3.0725 -1.4665 0.0070 0.0330 -0.0074 0.18
H -3.8767 2.9705 -2.8401 -0.0050 -0.0247 0.0169 0.37
H -2.2927 3.7753 -3.0284 -0.0488 0.0248 -0.0222 0.09
H -1.2487 2.4728 -4.5893 0.1053 0.0775 0.1549 0.14
H 0.7883 1.9128 -5.4944 -0.0443 0.0042 -0.0417 0.39
H 0.3913 0.3568 -6.2627 0.0565 -0.0276 -0.0099 0.26
H 1.6485 0.4307 -5.0185 0.0012 -0.0235 -0.0854 0.33
H 1.6322 -3.1243 -5.2632 -0.0477 0.0337 0.0478 0.43
H 3.1630 -4.9797 -5.8859 -0.0150 0.0000 0.0051 0.34
H 4.5949 -6.0341 -4.1630 0.0092 0.0279 0.0037 0.35
H 4.5027 -5.2137 -1.8287 -0.0369 0.0033 0.0226 0.36
H 2.9245 -3.3757 -1.2276 -0.0106 0.0228 0.0459 0.38
C 1.7344 1.2837 3.1926 -0.0985 -0.1783 0.2365 -0.36
C 1.0024 1.3786 2.0122 0.0507 0.0991 -0.1054 0.16
N -0.1385 0.7243 1.8610 -0.1319 0.0279 0.1103 -0.13
C -0.5503 -0.0407 2.8692 0.4498 0.1497 0.1722 0.26
C 0.2128 -0.1618 4.0284 -0.1778 -0.0688 -0.0736 -0.83
N 1.3497 0.5055 4.2005 0.1302 0.1203 -0.0309 -0.67
C -1.8069 -0.7979 2.6700 -0.1233 -0.1285 -0.2213 0.06
C -2.6444 -1.1316 3.7278 -0.2324 -0.0793 0.2173 -1.07
C -3.7709 -1.9261 3.5029 0.5702 0.2742 -0.8042 1.35
C -4.0041 -2.3071 2.1778 -0.1122 -0.0742 0.4176 -1.07
C -3.1600 -1.8582 1.1702 0.1602 0.1602 -0.0730 -0.02
N -2.0718 -1.1349 1.4127 -0.0735 -0.0507 0.2048 0.18
C -3.4253 -2.1192 -0.2633 -0.2788 -0.1005 -0.3944 0.39
C -4.7141 -2.1330 -0.7858 0.0638 -0.0134 0.1414 -0.73
N -4.9475 -2.3155 -2.0821 0.0350 -0.0110 -0.1374 -0.69
C -3.8781 -2.4261 -2.8621 -0.2193 0.0163 0.1555 -0.52
C -2.5835 -2.3827 -2.3510 0.1434 -0.0621 -0.0816 0.28
N -2.3666 -2.2698 -1.0526 0.1000 0.0685 0.1003 -0.24
C -4.6673 -2.3251 4.5955 -0.5860 -0.2632 0.6971 1.06
C -4.3432 -2.1360 5.9442 0.1972 0.0305 -0.3263 -0.52
C -5.2272 -2.5197 6.9316 -0.2781 -0.1175 0.2462 -0.34
N -6.4145 -3.0832 6.7063 0.1428 0.0517 -0.1816 -0.69
C -6.7262 -3.2691 5.4232 -0.1873 -0.0665 0.2951 -0.34
C -5.9151 -2.9173 4.3643 0.3090 0.1871 -0.2401 -0.52
H 2.6592 1.8306 3.3340 0.0214 0.0299 -0.1066 0.41
H 1.3198 1.9794 1.1620 0.0017 0.0061 0.0184 0.08
H -0.0836 -0.8306 4.8309 -0.0293 0.0049 -0.0233 0.46
H -2.4284 -0.7392 4.7115 0.0414 -0.0256 0.0011 0.59
H -4.8184 -2.9697 1.9224 -0.0325 0.0361 -0.0432 0.63
H -5.5842 -1.9728 -0.1556 0.0415 -0.0050 0.0366 0.46
H -4.0628 -2.5515 -3.9220 0.0911 0.0382 -0.0209 0.40
H -1.7108 -2.4247 -2.9931 -0.0203 0.0260 0.0049 0.30
H -3.3973 -1.7013 6.2344 0.0010 -0.0073 -0.0031 0.32
H -4.9818 -2.3729 7.9785 0.1079 0.0431 -0.0352 0.36
H -7.6949 -3.7241 5.2440 0.0218 0.0021 -0.0912 0.36
H -6.2654 -3.0893 3.3570 -0.0270 -0.0040 -0.0002 0.30
C -1.1233 5.9961 0.1618 0.0841 -0.1300 -0.0669 -0.96
Si 0.4335 5.5670 -0.8414 -0.0542 0.1113 -0.0673 -0.07
C 1.8307 6.5551 0.0080 -0.0119 -0.2432 -0.0508 -1.04
C 0.2106 6.3596 -2.5572 0.0395 -0.1276 0.1142 -1.04
C 0.7409 3.7975 -0.9306 -0.0062 0.6205 0.1481 -0.44
C 0.8541 2.5645 -1.0122 0.1952 0.3209 0.0517 0.03
H -1.2910 7.0752 0.2333 0.0498 0.0218 -0.0415 0.28
H -1.0357 5.5986 1.1766 0.0095 -0.0096 -0.0102 0.27
H -2.0075 5.5413 -0.2912 0.0246 -0.0174 -0.0122 0.29
H 1.6624 7.6353 -0.0304 -0.0903 -0.0060 -0.0393 0.27
H 2.7962 6.3471 -0.4606 -0.0143 -0.0173 -0.0088 0.30
H 1.9074 6.2650 1.0599 0.0117 -0.0216 -0.0114 0.26
H 0.2641 7.4523 -2.5272 -0.0230 0.0066 0.0719 0.29
H -0.7548 6.0771 -2.9843 0.0123 -0.0387 0.0068 0.29
H 0.9844 5.9994 -3.2391 0.0034 -0.0128 0.0178 0.31
C 3.9696 -1.9747 3.1122 -0.1160 -0.1134 0.0212 -0.86
N 4.7388 -0.9836 2.4022 -0.0167 0.2335 -0.2807 0.37
C 5.9556 -0.4403 2.7640 0.0229 -0.0225 0.1207 -0.43
C 6.2883 0.4629 1.8190 0.0814 0.0780 0.0194 -0.46
N 5.2758 0.4752 0.8836 -0.1382 -0.2405 0.2008 0.35
C 5.1859 1.2730 -0.3189 -0.0526 0.0862 -0.1735 -0.92
C 4.3120 -0.4403 1.2162 0.1713 0.0344 0.0708 -0.65
Se 2.8738 -0.9123 0.1839 0.2170 -0.0371 0.2603 -0.11
H 4.6175 -2.5365 3.7847 0.0503 0.0486 -0.0144 0.33
H 3.5183 -2.6380 2.3729 0.0178 -0.0149 0.0415 0.30
H 3.1610 -1.5064 3.6778 0.0419 -0.0014 0.0091 0.22
H 6.4819 -0.7428 3.6524 -0.0327 0.0153 0.0006 0.43
H 7.1604 1.0880 1.7400 -0.0391 0.0194 -0.0280 0.41
H 6.1493 1.7398 -0.5209 0.0212 -0.0219 0.0739 0.30
H 4.4097 2.0338 -0.2234 -0.0109 -0.0194 0.0026 0.34
H 4.8939 0.6234 -1.1446 0.0344 0.0355 -0.0029 0.33
```
Forces are in eV/Å.



(3)
DFT (ωB97M-V/def2-TZVPD) results for a structure of composition C2H3HgO2.

* total charge: 0
* 2S+1: 2
* M: 259.63 g mol⁻¹
* E_HOMO (spin up / spin down): -8.15 / -8.81 eV
* energy relative to the best compared isomer or geometry (same formula, charge and spin): 94.1 kcal/mol
* <S²>: 0.757

The geometry in XYZ format:
```
8
Properties=species:S:1:pos:R:3:forces:R:3:mulliken_spin:R:1
H 1.4159 -0.8262 0.9024 0.9400 1.0931 -1.1781 0.00
O 1.8423 -0.1438 0.2931 0.7368 -2.7347 2.3441 0.00
O 1.3217 -0.5084 -1.0274 0.2842 -0.7544 -0.2825 0.14
Hg 0.3976 1.2913 -0.5595 -1.6923 2.5179 -1.0381 0.83
C -2.3210 0.4555 -0.0362 -0.0079 0.2321 1.7277 -0.02
C -1.8025 -0.0109 0.9634 -0.6630 -0.4297 -1.3224 0.05
H -2.9353 1.0816 -0.6658 0.4650 -0.4501 -0.0492 0.00
H -1.3955 -0.6816 1.7038 -0.0628 0.5256 -0.2016 0.00
```
Forces are in eV/Å.



(4)
DFT (ωB97M-V/def2-TZVPD) results for an isolated molecule of C4H6N2O.

* total charge: 0
* M: 98.11 g mol⁻¹
* structure (SMILES): C/N=c1/[nH]cco1
* E_HOMO: -8.00 eV
* energy relative to the best compared isomer or geometry (same formula, charge and spin): 102.2 kcal/mol

The geometry in XYZ format:
```
13
Properties=species:S:1:pos:R:3:forces:R:3:nbo_charge:R:1
C 1.2734 -1.5851 0.9632 1.5466 -5.4850 -0.6534 -0.42
N 1.3681 -0.5603 0.1556 1.2099 8.8733 -6.1098 -0.53
C 0.4440 0.1838 -0.3394 0.1772 -8.8943 6.2370 0.67
N 0.1247 1.1486 -1.1468 5.1812 4.3510 -2.9818 -0.59
C -1.0970 1.5896 -0.8918 -5.0928 -0.0478 1.3375 -0.13
C -1.6678 0.7660 0.0063 -1.7681 -3.4956 -0.1120 0.05
O -0.8035 -0.3763 0.2056 -0.9983 4.5569 -1.0174 -0.51
H 2.3361 -1.9538 0.9169 -1.1764 -1.0592 0.4819 0.19
H 0.5008 -2.3228 0.6654 0.5649 -0.2540 -0.3775 0.18
H 1.0605 -1.5256 1.9461 -0.8107 1.4538 3.6544 0.19
H 0.7885 1.9839 -1.2399 -0.5686 -2.1783 -0.1318 0.42
H -1.6170 2.2442 -1.5691 0.1513 0.5257 0.3388 0.23
H -2.7108 0.4078 0.3279 1.5838 1.6534 -0.6659 0.23
```
Forces are in eV/Å.



(5)
DFT (ωB97M-V/def2-TZVPD) results for an isolated molecule of C5H9NO2.

* total charge: 0
* M: 115.13 g mol⁻¹
* structure (SMILES): C[C@H](C=O)/C=C(\N)O
* E_HOMO: -8.14 eV
* energy relative to the best compared isomer or geometry (same formula, charge and spin): 30.4 kcal/mol

The geometry in XYZ format:
```
17
Properties=species:S:1:pos:R:3:forces:R:3:nbo_charge:R:1
C -1.7869 -0.2396 -0.6348 0.0627 -0.0176 0.1545 -0.60
C -0.8889 -0.8083 0.4560 0.1738 0.3991 -0.3271 -0.34
C -0.6400 0.0811 1.6318 -0.1560 -0.3351 0.4413 0.45
O -0.5971 1.2919 1.5972 -0.3147 0.3178 0.0394 -0.60
C 0.5714 -0.9458 0.0740 0.2216 -0.4401 -0.0900 -0.39
C 1.3569 0.0345 -0.4089 -0.1727 -0.2285 -0.1673 0.51
N 0.9699 1.3298 -0.6672 0.2578 0.0044 -0.1209 -0.84
O 2.6432 -0.2883 -0.7292 0.0408 0.1776 -0.0197 -0.67
H -1.5851 -0.7354 -1.5808 0.0111 -0.0357 -0.0602 0.22
H -2.8297 -0.3962 -0.3777 -0.1917 0.0698 0.0200 0.21
H -1.6148 0.8254 -0.7600 -0.0792 0.0425 -0.0804 0.22
H -1.2535 -1.7847 0.7759 0.0972 0.0672 0.1054 0.23
H -0.3557 -0.4604 2.5521 0.0172 0.0698 0.0652 0.12
H 1.0402 -1.9043 0.2273 0.1077 -0.0626 -0.0961 0.23
H 0.2448 1.6659 -0.0395 -0.0398 0.0314 -0.0034 0.43
H 1.7309 1.9873 -0.7528 -0.0003 -0.0158 0.0911 0.38
H 2.9945 0.3473 -1.3634 -0.0355 -0.0443 0.0483 0.48
```
Forces are in eV/Å.